Molecular formula: C48H123N5O18S6
Method: DFT, ωB97M-V/def2-TZVPD

Summary:
SMILES string = CCOS(C)(=O)=O.CCOS(C)(=O)=O.CCOS(C)(=O)=O.CCOS(C)(=O)=O.CCOS(C)(=O)=O.CCOS(C)(=O)=O.CCN(CC)CC.CCN(CC)CC.CCN(CC)CC.CCN(CC)CC.CCN(CC)CC
Gap between HOMO and LUMO = 7.86 eV
Energy above the lowest of the compared OMol25 structures with the same formula, charge and spin = 0.0 kJ/mol
Largest force on an atom = 2.5 eV/Å

Atoms and positions in Å:
C  -0.16  -3.68  5.97
C  -1.53  -3.03  5.94
N  -1.59  -1.81  5.15
C  -1.20  -1.97  3.75
C  -2.15  -2.90  3.02
C  -0.95  -0.66  5.77
C  -1.70  0.63  5.42
H  -0.12  -4.47  6.73
H  0.60  -2.94  6.22
H  0.07  -4.18  5.02
H  -2.31  -3.73  5.62
H  -1.76  -2.80  6.99
H  -1.21  -1.03  3.20
H  -0.21  -2.42  3.66
H  -3.17  -2.51  2.98
H  -1.92  -2.95  1.95
H  -2.14  -3.93  3.39
H  0.13  -0.56  5.60
H  -1.01  -0.79  6.86
H  -1.42  0.96  4.42
H  -1.40  1.42  6.12
H  -2.79  0.57  5.43
C  5.16  -0.55  1.01
C  5.16  -0.36  2.50
N  4.52  0.87  2.94
C  4.90  1.20  4.30
C  4.54  2.61  4.72
C  3.07  0.84  2.70
C  2.20  0.23  3.79
H  4.19  -0.91  0.65
H  5.84  -1.35  0.71
H  5.38  0.40  0.53
H  4.81  -1.28  3.00
H  6.22  -0.32  2.80
H  4.47  0.49  5.02
H  5.97  1.05  4.44
H  4.96  3.35  4.03
H  3.47  2.83  4.59
H  4.81  2.92  5.73
H  2.81  0.31  1.78
H  2.73  1.86  2.48
H  2.48  -0.81  3.97
H  1.17  0.08  3.43
H  2.13  0.90  4.65
C  -4.24  2.37  -1.98
C  -4.72  1.10  -1.26
N  -4.46  1.14  0.17
C  -3.07  1.16  0.55
C  -2.77  1.60  1.99
C  -5.27  0.16  0.90
C  -4.91  -1.31  0.63
H  -3.16  2.47  -1.89
H  -4.68  3.26  -1.53
H  -4.48  2.39  -3.05
H  -5.81  1.11  -1.40
H  -4.31  0.22  -1.78
H  -2.46  0.26  0.33
H  -2.64  1.95  -0.07
H  -1.72  1.84  2.08
H  -3.43  2.45  2.19
H  -3.08  0.85  2.72
H  -6.31  0.38  0.63
H  -5.10  0.33  1.96
H  -5.70  -1.94  1.06
H  -3.89  -1.52  0.96
H  -4.96  -1.62  -0.41
C  -1.64  8.28  -2.04
C  -1.17  8.20  -0.58
N  -1.64  7.02  0.11
C  -1.73  7.15  1.56
C  -2.44  8.41  2.00
C  -0.86  5.87  -0.31
C  -1.58  4.53  0.03
H  -1.30  7.53  -2.76
H  -1.23  9.20  -2.46
H  -2.72  8.21  -2.15
H  -0.07  8.27  -0.52
H  -1.56  9.13  -0.16
H  -0.74  7.07  2.04
H  -2.30  6.33  2.01
H  -3.34  8.58  1.41
H  -1.87  9.34  1.95
H  -2.82  8.31  3.02
H  -0.81  5.86  -1.39
H  0.14  5.76  0.15
H  -1.24  4.13  0.98
H  -2.67  4.61  -0.01
H  -1.29  3.79  -0.73
C  1.54  -0.80  -4.80
C  0.87  -2.15  -4.55
N  1.85  -3.23  -4.78
C  1.51  -4.05  -5.94
C  1.50  -3.32  -7.27
C  2.07  -4.01  -3.56
C  3.19  -5.04  -3.75
H  2.40  -0.69  -4.14
H  0.79  -0.04  -4.58
H  1.91  -0.60  -5.81
H  0.48  -2.13  -3.54
H  0.03  -2.25  -5.24
H  2.25  -4.85  -6.04
H  0.57  -4.60  -5.76
H  1.17  -4.03  -8.02
H  0.76  -2.52  -7.26
H  2.47  -2.86  -7.48
H  1.12  -4.47  -3.24
H  2.35  -3.38  -2.72
H  3.93  -4.72  -4.49
H  2.78  -5.98  -4.09
H  3.75  -5.14  -2.82
O  0.61  5.50  -3.45
S  -0.25  4.80  -4.38
O  -1.24  3.92  -3.84
O  -1.04  5.88  -5.27
C  -0.34  7.10  -5.62
C  -1.37  8.01  -6.25
C  0.73  3.96  -5.65
H  0.45  6.88  -6.36
H  0.26  7.47  -4.79
H  -0.97  9.02  -6.40
H  -2.24  8.06  -5.59
H  -1.62  7.67  -7.25
H  0.98  2.97  -5.28
H  1.66  4.51  -5.76
H  0.12  3.96  -6.55
O  -1.33  -6.61  -0.99
S  -1.10  -5.82  0.21
O  -0.03  -4.85  0.21
O  -2.50  -5.14  0.74
C  -3.73  -5.85  0.54
C  -4.44  -5.95  1.89
C  -0.93  -7.00  1.61
H  -3.50  -6.88  0.25
H  -4.25  -5.28  -0.22
H  -3.91  -6.65  2.54
H  -5.46  -6.31  1.78
H  -4.46  -4.99  2.40
H  -1.09  -6.37  2.48
H  0.10  -7.37  1.57
H  -1.64  -7.82  1.48
O  -2.87  -2.55  -4.02
S  -3.23  -3.84  -3.50
O  -3.89  -4.00  -2.23
O  -4.05  -4.62  -4.66
C  -4.83  -5.76  -4.30
C  -6.27  -5.35  -4.00
C  -1.70  -4.82  -3.51
H  -4.40  -6.31  -3.46
H  -4.80  -6.43  -5.16
H  -6.73  -5.03  -4.94
H  -6.28  -4.54  -3.27
H  -6.85  -6.20  -3.64
H  -1.05  -4.43  -2.73
H  -1.28  -4.77  -4.51
H  -2.00  -5.83  -3.26
O  7.09  4.48  2.32
S  6.93  4.83  0.93
O  7.53  4.04  -0.11
O  5.35  5.00  0.64
C  4.60  3.76  0.70
C  3.21  4.05  0.21
C  7.39  6.56  0.74
H  4.57  3.51  1.76
H  5.08  2.94  0.16
H  3.12  4.04  -0.88
H  2.73  4.89  0.69
H  2.61  3.17  0.47
H  6.72  7.11  1.39
H  7.24  6.84  -0.30
H  8.44  6.68  1.00
O  0.37  1.65  0.37
S  1.04  1.09  -0.79
O  2.44  0.71  -0.74
O  0.25  -0.22  -1.35
C  -0.11  -1.18  -0.34
C  -1.32  -1.94  -0.90
C  0.72  2.17  -2.20
H  -0.41  -0.67  0.58
H  0.69  -1.88  -0.10
H  -1.66  -2.60  -0.10
H  -1.01  -2.58  -1.72
H  -2.17  -1.35  -1.23
H  1.28  1.82  -3.06
H  1.05  3.17  -1.93
H  -0.35  2.15  -2.36
O  4.91  -5.45  4.10
S  3.88  -4.94  4.96
O  4.16  -4.20  6.15
O  2.89  -4.01  4.07
C  3.07  -4.01  2.64
C  1.97  -3.24  1.95
C  2.69  -6.27  5.32
H  3.02  -5.05  2.29
H  4.07  -3.66  2.40
H  2.13  -3.43  0.89
H  2.00  -2.18  2.21
H  0.97  -3.58  2.22
H  2.63  -6.45  6.39
H  2.95  -7.14  4.73
H  1.71  -5.98  4.94